[1]
The following is a quantum chemistry calculation of a cluster of 2 separate species, C4H8N2O in total at a distorted geometry, from OMol25.

```
15
C4H8N2O | OMol25 | ωB97M-V with the def2-TZVPD basis set
C 1.005 1.591 -0.402
C 0.444 0.351 0.230
O 0.134 0.566 1.570
C -0.804 -0.208 -0.516
N -1.546 -1.093 0.380
C 1.381 -0.843 0.190
N 1.239 -1.989 0.259
H 1.875 1.908 0.176
H 0.250 2.378 -0.373
H 1.294 1.384 -1.440
H -0.624 -0.016 1.764
H -0.533 -0.694 -1.468
H -1.408 0.673 -0.783
H -0.521 -2.435 0.653
H -2.187 -1.573 -0.242
```

Results
Strongest force on any atom in eV Å⁻¹: 4.38
Gap between HOMO and LUMO in eV: 9.65
Energy above the lowest of the compared OMol25 structures with the same formula, charge and spin in kJ/mol: 480.34
Calculated total energy in eV: -9301.4148
Multiplicity: 1



[2]
The following is a quantum chemistry calculation of the molecule C4H8N2O, from OMol25.

```
15
C4H8N2O | OMol25 | ωB97M-V with the def2-TZVPD basis set
N 1.739 -0.814 -0.921
C 0.821 -0.725 0.024
O 0.502 -1.860 0.606
C 0.544 0.659 0.657
N -0.850 1.008 0.575
C -1.494 -0.241 0.008
C -1.307 0.992 -0.810
H 1.975 -1.722 -1.302
H 2.137 0.009 -1.347
H 0.846 0.544 1.709
H 1.202 1.419 0.204
H -0.505 -1.620 0.658
H -2.527 -0.368 0.353
H -0.560 1.015 -1.615
H -2.132 1.683 -0.993
```

Results
Strongest force on any atom in eV Å⁻¹: 0.47
Gap between HOMO and LUMO in eV: 7.83
Energy above the lowest of the compared OMol25 structures with the same formula, charge and spin in kJ/mol: 508.62
Calculated total energy in eV: -9301.1217
Multiplicity: 1



[3]
The following is a quantum chemistry calculation of the molecule C4H8N2O, from OMol25.

```
15
C4H8N2O | OMol25 | ωB97M-V with the def2-TZVPD basis set
C -1.026 -1.218 0.498
C -0.285 -0.122 -0.282
C -0.976 0.712 -1.279
N -0.197 1.401 -0.278
C 1.199 -0.166 -0.439
O 1.763 -0.387 -1.486
N 1.879 0.105 0.763
H -1.793 -0.832 1.172
H -1.542 -1.895 -0.204
H -0.340 -1.845 1.079
H -0.643 0.730 -2.311
H -2.049 0.812 -1.132
H -0.680 1.912 0.442
H 1.638 0.983 1.216
H 2.871 0.081 0.579
```

Results
Strongest force on any atom in eV Å⁻¹: 0.97
Gap between HOMO and LUMO in eV: 10.42
Energy above the lowest of the compared OMol25 structures with the same formula, charge and spin in kJ/mol: 238.45
SMILES: C[C@@]1(C(N)=O)CN1
Calculated total energy in eV: -9303.9218
Multiplicity: 1



[4]
The following is a quantum chemistry calculation of the molecule C4H8N2O, from OMol25.

```
15
C4H8N2O | OMol25 | ωB97M-V with the def2-TZVPD basis set
N 1.158 -0.957 -1.290
C 1.199 -0.866 0.078
O 1.551 -1.811 0.758
C 0.763 0.463 0.722
N -0.602 0.939 0.545
C -1.694 0.005 0.385
C -1.292 0.916 -0.726
H 1.547 -1.801 -1.690
H 1.122 -0.135 -1.870
H 0.915 0.314 1.796
H 1.444 1.260 0.392
H -1.466 -1.058 0.260
H -2.585 0.213 0.977
H -0.833 0.441 -1.593
H -1.872 1.812 -0.947
```

Results
Strongest force on any atom in eV Å⁻¹: 0.28
Gap between HOMO and LUMO in eV: 9.96
Energy above the lowest of the compared OMol25 structures with the same formula, charge and spin in kJ/mol: 187.71
SMILES: NC(=O)CN1CC1
Calculated total energy in eV: -9304.4477
Multiplicity: 1



[5]
The following is a quantum chemistry calculation of a structure of composition C4H8N2O at a distorted geometry, from OMol25.

```
15
C4H8N2O | OMol25 | ωB97M-V with the def2-TZVPD basis set
C 2.655 -1.250 -1.070
C -2.457 1.245 0.293
C 1.811 -0.405 -0.513
C 0.382 -1.599 0.136
O -1.207 1.049 0.932
N 1.498 0.733 -0.080
N -0.631 -1.660 0.716
H 1.953 1.621 0.089
H -1.238 -1.004 1.259
H 2.597 -2.292 -1.331
H 3.703 -0.997 -1.148
H -0.476 0.746 0.338
H -2.554 1.915 -0.567
H -3.217 1.645 0.961
H -2.819 0.251 -0.016
```

Results
Strongest force on any atom in eV Å⁻¹: 2.43
Gap between HOMO and LUMO in eV: 7.38
Energy above the lowest of the compared OMol25 structures with the same formula, charge and spin in kJ/mol: 615.05
Calculated total energy in eV: -9300.0186
Multiplicity: 1



[6]
The following is a quantum chemistry calculation of a cluster of 2 separate species, C4H8N2O in total at a distorted geometry, from OMol25.

```
15
C4H8N2O | OMol25 | ωB97M-V with the def2-TZVPD basis set
C -0.681 0.099 1.812
C -0.043 -0.278 0.466
C 1.287 -0.552 0.213
N 1.369 -0.954 -1.090
C 0.046 -1.180 -1.487
N -0.790 -0.872 -0.513
H 0.196 0.347 2.404
H -1.403 0.893 1.825
H -1.192 -0.746 2.257
H 2.036 -0.217 0.833
H 2.130 -1.338 -1.678
H -0.278 -1.625 -2.434
H -0.474 1.477 -0.821
H -1.552 2.592 -0.738
O -0.650 2.355 -1.048
```

Results
Strongest force on any atom in eV Å⁻¹: 3.15
Gap between HOMO and LUMO in eV: 9.66
Energy above the lowest of the compared OMol25 structures with the same formula, charge and spin in kJ/mol: 147.18
SMILES: Cc1c[nH]cn1.O
Calculated total energy in eV: -9304.8678
Multiplicity: 1



[7]
The following is a quantum chemistry calculation of a structure of composition C4H8N2O at a distorted geometry, from OMol25.

```
15
C4H8N2O | OMol25 | ωB97M-V with the def2-TZVPD basis set
N -1.222 0.301 -1.466
C -1.039 0.560 -0.028
O -1.203 1.673 0.390
C -0.656 -0.687 0.792
N 0.762 -1.006 0.619
C 1.562 0.147 1.005
C 1.222 -0.067 -0.466
H -1.495 1.139 -1.967
H -1.733 -0.531 -1.743
H -0.914 -0.523 1.845
H -1.260 -1.522 0.419
H 1.101 0.922 1.621
H 2.561 -0.137 1.369
H 0.228 0.157 -1.386
H 2.086 -0.426 -1.003
```

Results
Strongest force on any atom in eV Å⁻¹: 4.28
Gap between HOMO and LUMO in eV: 9.54
Energy above the lowest of the compared OMol25 structures with the same formula, charge and spin in kJ/mol: 428.92
Calculated total energy in eV: -9301.9478
Multiplicity: 1



[8]
The following is a quantum chemistry calculation of the molecule C4H8N2O at a distorted geometry, from OMol25.

```
15
C4H8N2O | OMol25 | ωB97M-V with the def2-TZVPD basis set
C -1.807 1.060 0.485
N -0.354 1.066 0.395
C 0.169 0.116 -0.550
C 1.688 -0.122 -0.339
O 1.768 -1.195 0.592
C -0.213 -1.335 -0.389
N -0.194 -2.496 -0.446
H -2.224 0.069 0.732
H -2.128 1.768 1.253
H -2.232 1.386 -0.471
H 0.060 0.880 1.304
H -0.146 0.398 -1.564
H 2.141 0.798 0.071
H 2.203 -0.348 -1.283
H 1.271 -2.045 0.209
```

Results
Strongest force on any atom in eV Å⁻¹: 3.45
Gap between HOMO and LUMO in eV: 10.83
Energy above the lowest of the compared OMol25 structures with the same formula, charge and spin in kJ/mol: 280.75
SMILES: CN[C@H](C#N)CO
Calculated total energy in eV: -9303.4834
Multiplicity: 1



[9]
The following is a quantum chemistry calculation of the molecule C4H8N2O at a distorted geometry, from OMol25.

```
15
C4H8N2O | OMol25 | ωB97M-V with the def2-TZVPD basis set
C 0.510 0.511 0.324
C 0.025 0.929 -1.075
C 1.601 -0.560 0.275
N -1.550 -0.529 -0.285
C -0.768 -0.055 0.872
O -0.939 -0.061 -1.495
N -1.516 0.004 1.866
H -1.754 -1.517 -0.429
H 0.823 1.370 0.916
H -2.397 -0.458 1.096
H 0.814 0.936 -1.826
H -0.460 1.910 -1.041
H 1.786 -0.949 1.276
H 1.297 -1.394 -0.358
H 2.527 -0.139 -0.116
```

Results
Strongest force on any atom in eV Å⁻¹: 4.58
Gap between HOMO and LUMO in eV: 9.75
Energy above the lowest of the compared OMol25 structures with the same formula, charge and spin in kJ/mol: 467.14
SMILES: [H]/N=C1\NOC[C@@H]1C
Calculated total energy in eV: -9301.5516
Multiplicity: 1



[10]
The following is a quantum chemistry calculation of the molecule C4H8N2O at a distorted geometry, from OMol25.

```
15
C4H8N2O | OMol25 | ωB97M-V with the def2-TZVPD basis set
C -1.767 -0.323 -0.007
C 1.006 -0.592 -1.144
C -0.788 0.471 0.645
C 0.851 -0.289 0.359
N -2.428 -0.894 -0.716
N -0.911 1.810 0.405
O 0.997 -1.386 1.162
H 1.705 -1.468 -1.259
H 1.502 0.235 -1.789
H 0.133 -0.837 -1.689
H -0.906 0.356 1.666
H 1.551 0.400 0.681
H -0.397 2.435 0.942
H -0.694 2.090 -0.610
H 0.146 -2.007 1.354
```

Results
Strongest force on any atom in eV Å⁻¹: 5.67
Gap between HOMO and LUMO (spin up / spin down) in eV: 4.16 / 7.68
Energy above the lowest of the compared OMol25 structures with the same formula, charge and spin in kJ/mol: 286.26
Calculated total energy in eV: -9297.6964
Multiplicity: 3



[11]
The following is a quantum chemistry calculation of a structure of composition C4H8N2O2 at a distorted geometry, from OMol25.

```
16
C4H8N2O2 | OMol25 | ωB97M-V with the def2-TZVPD basis set
C 1.297 0.925 0.805
C 0.319 0.329 -0.222
C -0.482 1.225 -1.464
C -1.021 -1.762 0.694
H 1.718 -1.260 0.849
H 0.528 1.529 1.632
H 2.044 1.967 0.374
H 0.773 -0.406 -0.689
H -0.495 2.363 -1.611
H -0.323 0.776 -2.651
H -2.502 -0.776 -0.393
H -1.700 -2.600 0.702
N -1.100 0.646 -0.099
N -1.522 -0.724 -0.097
O 2.231 -0.341 1.075
O 0.235 -1.892 1.095
```

Results
Strongest force on any atom in eV Å⁻¹: 10.02
Gap between HOMO and LUMO in eV: 9.60
Energy above the lowest of the compared OMol25 structures with the same formula, charge and spin in kJ/mol: 894.66
Calculated total energy in eV: -11344.8402
Multiplicity: 1



[12]
The following is a quantum chemistry calculation of the molecule C4H8N2O2, from OMol25.

```
16
C4H8N2O2 | OMol25 | ωB97M-V with the def2-TZVPD basis set
C -0.955 -0.214 0.328
C 1.769 -1.406 -0.009
N -2.200 0.477 0.045
C 1.651 0.079 0.180
C 0.259 0.677 0.286
O -2.369 0.589 -1.373
N 0.097 1.924 0.370
O 2.606 0.816 0.246
H -3.204 0.141 -1.563
H -2.100 1.439 0.377
H 0.968 2.455 0.344
H -1.045 -0.630 1.339
H -0.861 -1.039 -0.380
H 2.817 -1.695 0.013
H 1.344 -1.682 -0.973
H 1.224 -1.933 0.771
```

Results
Strongest force on any atom in eV Å⁻¹: 0.54
Gap between HOMO and LUMO in eV: 9.38
Energy above the lowest of the compared OMol25 structures with the same formula, charge and spin in kJ/mol: 325.32
SMILES: [H]/N=C(/CNO)C(C)=O
Calculated total energy in eV: -11350.7410
Multiplicity: 1



> Which of these has the highest calculated total energy?

number 10